Formula: C19H23KN7O3S
Source: the Open Molecules 2025 dataset
Level of theory: ωB97M-V/def2-TZVPD

Each line ends with the natural charge from an NBO analysis.
Element x y z (Å)
K -1.71587 -0.01932 1.21884  0.937
O -4.26868 -0.87977 1.36009  -0.736
C -4.85698 -1.93768 0.61339  -0.096
C -3.89537 -2.47909 -0.41887  0.191
C -4.29230 -3.54239 -1.22409  -0.246
C -3.41197 -4.02039 -2.17462  -0.146
C -2.16436 -3.42344 -2.29884  -0.257
C -1.85858 -2.37415 -1.45477  0.042
N -2.70170 -1.91014 -0.52779  -0.484
H -4.91156 -0.61276 2.02377  0.484
H -5.75308 -1.58143 0.09328  0.187
H -5.16036 -2.75246 1.27894  0.189
H -5.27293 -3.98399 -1.10291  0.225
H -3.69241 -4.84716 -2.81326  0.228
H -1.44806 -3.76183 -3.03386  0.231
H -0.90169 -1.86602 -1.51501  0.205
N -3.70601 3.04713 2.45305  -0.629
N -2.68911 3.88898 2.89353  -0.424
C -1.42946 3.44401 3.09699  0.624
N -0.54247 4.33750 3.53258  -0.779
N -1.22038 2.15052 2.86966  -0.489
N 0.03070 1.64688 2.98846  0.628
O 1.03465 2.34647 3.10906  -0.439
O 0.09783 0.42786 2.93188  -0.435
H -4.09941 3.40458 1.59223  0.367
H -4.42528 2.97088 3.16093  0.365
H -2.89222 4.85496 3.10025  0.380
H -0.80010 5.28528 3.74250  0.406
H 0.41756 4.02936 3.60012  0.452
N 0.30590 0.70824 -0.42825  -1.207
S 1.57558 -0.14720 -0.03447  1.097
C 2.06903 -1.19053 -1.41292  -0.279
C 1.96873 -2.56408 -1.25611  -0.205
C 2.26496 -3.39681 -2.32881  -0.209
C 2.64765 -2.84930 -3.54310  -0.187
C 2.74487 -1.47026 -3.69201  -0.214
C 2.45840 -0.63509 -2.62585  -0.152
C 3.04606 0.88903 0.03849  -0.165
C 2.88782 2.26222 0.06433  -0.246
C 4.01302 3.07234 0.16021  -0.198
C 5.27255 2.50319 0.24127  -0.197
C 5.41749 1.12052 0.23026  -0.183
C 4.30361 0.30553 0.12948  -0.242
H 0.45064 1.22656 -1.29398  0.354
H 1.66543 -2.97961 -0.30273  0.228
H 2.19944 -4.47035 -2.21298  0.226
H 2.87923 -3.49854 -4.37687  0.226
H 3.05203 -1.04772 -4.63918  0.227
H 2.55131 0.43906 -2.73270  0.218
H 1.89325 2.68662 0.02218  0.234
H 3.89905 4.14809 0.17385  0.221
H 6.14568 3.13736 0.31468  0.224
H 6.40294 0.67982 0.29838  0.225
H 4.41491 -0.77146 0.11128  0.227

Orbital gap ... 9.14 eV
Relative energy (zero: lowest compared OMol25 entry of this formula, charge and spin) ... 10.4 kJ/mol
Lowest unoccupied orbital energy ... -2.21 eV
Net charge ... +1



Formula: C21H41Cl3O10
Source: the Open Molecules 2025 dataset
Level of theory: ωB97M-V/def2-TZVPD

Each line ends with the Mulliken charge.
Element x y z (Å)
C 23.64426 14.63887 18.82789  -0.995
C 22.35074 13.83422 18.91100  -0.291
O 21.29572 14.56875 18.23629  -0.355
C 21.09980 14.33206 16.93854  0.703
C 19.98940 15.21423 16.45337  -0.461
O 21.76250 13.54275 16.32908  -0.564
H 23.47124 15.53275 19.41397  0.274
H 23.91231 14.83603 17.79866  0.307
H 24.44756 14.06189 19.30590  0.339
H 22.46433 12.86687 18.44809  0.328
H 21.98808 13.73743 19.95029  0.275
H 20.19682 16.26969 16.38837  0.349
H 19.11785 15.05448 17.07386  0.273
H 19.82027 14.76787 15.44447  -0.211
C 21.03841 12.69182 7.72185  -0.950
C 19.60319 12.21164 7.53091  -0.140
O 19.26241 11.10139 8.36588  -0.379
C 18.63782 11.50744 9.52496  0.677
C 18.31950 10.36656 10.40893  -0.673
O 18.34382 12.65817 9.78491  -0.548
H 21.79887 11.92952 7.76527  0.307
H 21.13695 13.34435 8.60643  0.130
H 21.23057 13.30487 6.84174  0.361
H 18.92489 13.03727 7.69641  0.216
H 19.58921 11.92442 6.47760  0.347
H 17.26749 10.36866 10.64374  0.083
H 18.89806 10.47426 11.29430  0.224
H 18.38444 9.36533 9.95787  0.308
C 11.56345 13.04829 10.97167  -1.240
C 11.52084 11.97042 9.89626  0.195
O 10.24690 11.39924 9.56657  -0.378
C 9.75051 10.60347 10.46132  0.853
C 8.37956 10.22796 10.12290  -1.093
O 10.34682 10.19784 11.45968  -0.628
H 10.85464 13.85488 10.77717  0.322
H 12.57427 13.47242 10.94078  0.359
H 11.43224 12.64834 11.95200  0.343
H 11.79922 12.40957 8.96952  0.414
H 12.21746 11.15198 10.13168  -0.056
H 7.90982 10.97970 9.47462  0.310
H 7.83745 10.20328 11.02890  0.353
H 8.37921 9.22096 9.72547  0.243
C 13.41808 8.65914 12.60357  -1.049
C 14.38159 8.50700 11.42819  -0.006
O 13.98980 7.40849 10.56304  -0.395
C 13.14308 7.73838 9.59001  0.779
C 12.76387 6.50040 8.78455  -1.009
O 12.77865 8.86934 9.43582  -0.574
H 12.47273 9.06632 12.34151  0.166
H 13.88425 9.22724 13.39632  0.365
H 13.18481 7.65751 12.97630  0.329
H 14.40567 9.44249 10.88017  0.198
H 15.36834 8.30351 11.83594  0.331
H 13.41714 5.65339 9.06772  0.285
H 12.84650 6.79875 7.72648  0.309
H 11.69556 6.34110 8.87287  0.271
C 20.56064 13.38138 12.82033  -0.924
C 20.55318 14.85704 12.42301  -0.240
O 19.35844 15.34042 11.58590  -0.298
C 19.58968 15.62872 10.32947  0.908
C 18.30286 15.89206 9.55616  -1.083
O 20.67103 15.68882 9.75820  -0.634
H 20.70320 12.78753 11.92565  0.317
H 19.62732 13.03104 13.30072  0.130
H 21.33882 13.28016 13.53614  0.426
H 20.45503 15.46950 13.32598  0.228
H 21.49497 15.11639 11.93892  0.344
H 18.47634 15.77685 8.48780  0.280
H 17.95812 16.87765 9.84476  0.387
H 17.52258 15.19214 9.84134  0.220
Cl 16.70230 13.98188 15.18848  -0.119
C 15.76197 12.57222 14.67678  0.008
Cl 15.81701 12.46742 12.94580  -0.015
Cl 14.10032 12.61931 15.22281  -0.131
H 16.23333 11.68322 15.08478  0.264

Orbital gap ... 10.30 eV
SMILES string ... CCOC(C)=O.CCOC(C)=O.CCOC(C)=O.CCOC(C)=O.CCOC(C)=O.ClC(Cl)Cl
Relative energy (zero: lowest compared OMol25 entry of this formula, charge and spin) ... 0.0 kJ/mol
Lowest unoccupied orbital energy ... 0.50 eV



Formula: C36H34F2O4S2Si
Source: the Open Molecules 2025 dataset
Level of theory: ωB97M-V/def2-TZVPD

Each line ends with the Mulliken charge.
Element x y z (Å)
C -7.09974 0.57176 -1.31404  -1.310
C -5.84131 1.48629 -1.56652  0.378
F -6.21247 2.82086 -1.36312  -0.340
C -4.56708 1.04820 -0.76976  -0.646
Si -4.56797 1.51008 1.08501  0.263
S -6.57118 1.68282 1.92890  -0.417
C -3.55727 0.10908 1.95857  -0.567
C -3.53960 0.23143 3.51638  -0.233
F -4.79605 -0.15171 3.98126  -0.293
C -3.70919 3.16045 1.49732  -0.669
C -2.80248 3.74290 0.35606  -0.926
C -3.61776 4.42945 -0.80362  -0.350
S -2.85764 6.07556 -1.24614  -0.274
H -7.87756 1.08794 -0.70430  0.330
H -6.84183 -0.43670 -0.92993  0.292
H -7.57391 0.42584 -2.31980  0.361
H -5.59878 1.38679 -2.65439  0.250
H -3.63514 1.36021 -1.30797  0.325
H -4.55334 -0.07475 -0.80800  0.432
H -7.11572 0.42606 1.89201  0.147
H -2.51305 0.23285 1.56608  0.249
H -3.96407 -0.86724 1.60970  0.394
H -3.25921 1.25338 3.85253  0.227
H -2.74932 -0.45638 3.90861  0.194
H -3.02754 2.95523 2.36604  0.210
H -4.47013 3.89923 1.84489  0.447
H -2.04550 3.01804 -0.03030  0.234
H -2.20490 4.57248 0.82194  0.602
H -4.67163 4.64161 -0.51056  0.297
H -3.66713 3.78823 -1.71179  0.260
H -3.67925 6.60515 -2.22531  0.139
O -1.91040 -0.93893 -2.81058  -0.704
C -0.96378 -1.10197 -3.55875  0.533
C 0.37168 -1.45318 -3.01934  0.182
C 0.53498 -1.61815 -1.64587  -0.777
C 1.77129 -1.98476 -1.13435  -0.190
C 2.84927 -2.18952 -1.99050  -0.568
C 2.69575 -2.00969 -3.35796  -0.588
C 1.45825 -1.63528 -3.87604  0.233
C 1.30923 -1.42856 -5.33682  0.522
O 2.26788 -1.53428 -6.07789  -0.672
C -0.03106 -1.09723 -5.87838  0.261
C -0.19455 -0.93527 -7.25206  -0.606
C -1.45044 -0.65739 -7.77249  -0.466
C -2.54797 -0.54063 -6.92395  -0.530
C -2.38690 -0.68744 -5.55344  -0.538
C -1.12716 -0.96109 -5.02560  0.194
H -0.30262 -1.46504 -0.97686  0.600
H 1.89619 -2.11710 -0.06645  0.402
H 3.81026 -2.48746 -1.58913  0.433
H 3.53787 -2.16475 -4.02054  0.465
H 0.65583 -1.02999 -7.91546  0.471
H -1.57623 -0.53555 -8.84153  0.392
H -3.52949 -0.33287 -7.33266  0.410
H -3.24281 -0.59263 -4.89697  0.533
O 6.38993 -1.29416 6.51571  -0.667
C 6.04772 -1.26339 5.34930  0.579
C 4.61280 -1.34289 4.98128  0.404
C 3.65094 -1.43216 5.98480  -0.644
C 2.30430 -1.46773 5.65253  -0.476
C 1.91224 -1.41292 4.31780  -0.577
C 2.86782 -1.34115 3.31442  -0.504
C 4.22093 -1.31213 3.64237  0.108
C 5.23418 -1.25350 2.56103  0.487
O 4.89432 -1.28161 1.39243  -0.692
C 6.66663 -1.15346 2.92889  0.197
C 7.62758 -1.06125 1.92464  -0.486
C 8.96832 -0.93434 2.25821  -0.515
C 9.35501 -0.89847 3.59520  -0.443
C 8.40226 -1.00411 4.59877  -0.593
C 7.05563 -1.13712 4.26907  0.163
H 3.95200 -1.46951 7.02410  0.475
H 1.55749 -1.53280 6.43456  0.391
H 0.85990 -1.42829 4.06050  0.538
H 2.55938 -1.30360 2.27728  0.520
H 7.33020 -1.08399 0.88384  0.470
H 9.71383 -0.85886 1.47589  0.397
H 10.40128 -0.78997 3.85406  0.402
H 8.70799 -0.97898 5.63715  0.465

Orbital gap ... 7.68 eV
SMILES string ... C[C@@H](F)C[Si@@](S)(CCF)CCCS.O=C1c2ccccc2C(=O)c2ccccc21.O=C1c2ccccc2C(=O)c2ccccc21
Relative energy (zero: lowest compared OMol25 entry of this formula, charge and spin) ... 90.3 kJ/mol
Lowest unoccupied orbital energy ... -1.19 eV



Formula: C20H29N5O4S2
Source: the Open Molecules 2025 dataset
Level of theory: ωB97M-V/def2-TZVPD

Each line ends with the natural charge from an NBO analysis.
Element x y z (Å)
C 0.20409 -2.07217 0.90681  -0.618
C -1.05240 -1.51006 0.44942  -0.035
O -2.02584 -2.41009 0.58619  -0.565
C -3.43450 -2.13470 0.23270  -0.075
C -3.72489 -2.32330 -1.40326  -0.416
C -5.19004 -1.67116 -1.71748  -0.198
N -5.39712 -0.25497 -1.43673  -0.653
C -6.08920 0.14017 -0.36518  0.700
O -6.92529 -0.29283 0.34382  -0.603
C -6.13495 1.79829 -0.27895  -0.565
S -4.73814 2.11753 0.89147  0.407
C -3.38292 1.87496 0.16991  0.075
N -3.23368 1.42098 -1.17372  -0.360
N -2.02141 1.43337 -1.49430  -0.210
C -1.13525 1.87368 -0.59929  0.264
C 0.20813 1.88436 -0.79380  -0.073
C 1.09113 2.49581 0.29380  -0.173
C 2.39547 2.15312 0.26253  -0.251
C 2.99767 1.62187 -0.66290  -0.303
S 4.76619 1.26283 -0.63510  2.427
O 5.19078 1.23270 -2.02061  -0.948
O 5.28337 1.98793 0.36831  -0.944
N 4.82493 -0.20905 -0.21880  -0.781
C 4.72406 -0.65325 1.00652  -0.254
C 5.88178 -1.24905 1.68080  -0.416
C 6.82816 -1.18873 0.42274  -0.467
C 6.09427 -1.19688 -0.78326  -0.120
C 2.10856 0.69867 -1.40838  -0.150
C 0.84907 0.82363 -1.41180  -0.243
N -2.07958 2.09173 0.66098  -0.405
C -1.77048 2.30297 1.82523  -0.392
H 0.06220 -2.40998 1.90663  0.218
H 0.40898 -2.82090 0.20047  0.214
H 1.06738 -1.32403 0.99029  0.211
H -1.14174 -1.03972 -0.37376  0.156
H -1.47036 -0.70717 1.03875  0.120
H -4.09091 -2.88782 0.86406  0.192
H -3.57772 -1.16137 0.76399  0.169
H -3.09472 -1.58542 -1.71817  0.215
H -3.68786 -3.29435 -1.43508  0.216
H -5.34402 -1.84271 -2.70501  0.194
H -5.71719 -2.16267 -1.08726  0.196
H -4.62526 0.39807 -1.79314  0.451
H -5.78704 2.03849 -1.22038  0.238
H -6.92903 2.16216 0.31032  0.257
H 0.43747 3.25701 1.02705  0.236
H 3.05362 3.00125 0.81354  0.233
H 3.81115 -1.24960 1.65089  0.202
H 4.57391 0.34380 1.70458  0.223
H 6.48371 -1.05736 2.67335  0.248
H 5.67241 -2.37150 1.95245  0.193
H 7.35664 -0.31094 0.49771  0.210
H 7.58267 -1.85472 0.22075  0.227
H 5.70485 -2.25710 -0.98856  0.197
H 6.43302 -0.77039 -1.62309  0.227
H 2.64740 0.05777 -2.35024  0.239
H 0.19654 0.42740 -2.21739  0.240
H -2.66946 2.06273 2.69627  0.217
H -1.58879 3.49168 2.14072  0.168
H -0.87980 1.81909 2.36259  0.237

Orbital gap ... 7.12 eV
SMILES string ... CCOCCCNC(=O)CSc1nnc(-c2ccc(S(=O)(=O)N3CCCC3)cc2)n1C
Relative energy (zero: lowest compared OMol25 entry of this formula, charge and spin) ... 1777.1 kJ/mol
Lowest unoccupied orbital energy ... -0.72 eV



> Number 1 is which compound?

C19H23KN7O3S